{
  "formula": "C14H42N14O28",
  "method": "the ωB97M-V functional and the def2-TZVPD basis",
  "homo_lumo_gap_ev": 10.613,
  "largest_force_ev_per_a": 4.10,
  "e_lumo_ha": -0.007,
  "spin_multiplicity": 1,
  "e_above_lowest_kcal_mol": 28.5,
  "e_tot_ha": -3430.5873,
  "species": ["C", "N", "O", "O", "H", "H", "H", "C", "N", "O", "O", "H", "H", "H", "C", "N", "O", "O", "H", "H", "H", "C", "N", "O", "O", "H", "H", "H", "C", "N", "O", "O", "H", "H", "H", "C", "N", "O", "O", "H", "H", "H", "C", "N", "O", "O", "H", "H", "H", "C", "N", "O", "O", "H", "H", "H", "C", "N", "O", "O", "H", "H", "H", "C", "N", "O", "O", "H", "H", "H", "C", "N", "O", "O", "H", "H", "H", "C", "N", "O", "O", "H", "H", "H", "C", "N", "O", "O", "H", "H", "H", "C", "N", "O", "O", "H", "H", "H"],
  "xyz": [[16.8908, 16.1078, 8.4391], [15.4385, 15.5589, 8.7038], [14.8076, 14.9522, 7.9102], [15.0793, 15.7203, 9.8653], [17.1040, 16.9311, 9.1194], [16.9882, 16.2715, 7.4015], [17.5351, 15.3186, 8.9211], [15.4007, 8.4247, 10.6632], [16.6162, 8.9691, 11.3108], [17.6396, 8.8974, 10.6848], [16.4906, 9.3031, 12.4602], [14.5810, 9.1283, 10.6504], [15.0511, 7.5739, 11.2853], [15.6412, 8.1563, 9.6645], [11.7026, 15.8898, 8.6463], [11.3219, 14.4446, 8.2437], [11.9161, 14.0000, 7.3489], [10.3820, 13.9292, 8.7627], [10.8847, 16.3201, 9.2157], [11.6993, 16.4786, 7.7412], [12.6988, 15.7786, 9.0546], [16.3004, 15.9475, 12.8793], [16.0735, 17.2439, 12.1901], [17.0088, 17.7458, 11.5535], [14.9826, 17.7820, 12.3200], [16.7684, 15.2402, 12.2049], [15.2572, 15.6235, 13.1676], [16.9549, 16.1033, 13.7470], [9.9724, 10.3863, 8.3669], [9.1204, 9.3874, 9.0618], [9.6625, 8.4806, 9.6688], [7.8877, 9.4815, 8.9752], [10.9224, 10.2736, 8.8089], [9.6426, 11.4192, 8.5098], [10.0125, 10.1353, 7.3249], [16.8507, 13.1188, 15.3400], [17.7281, 12.0254, 15.8551], [18.6325, 12.3628, 16.5949], [17.4297, 10.9242, 15.5387], [16.6098, 13.8411, 16.1494], [15.8789, 12.7097, 14.9435], [17.5048, 13.6724, 14.6208], [11.2032, 9.6409, 12.1631], [12.0849, 9.1179, 13.2625], [13.0362, 8.4429, 12.8601], [11.8230, 9.3621, 14.4144], [10.1903, 9.5927, 12.5541], [11.3338, 9.0115, 11.2769], [11.4775, 10.6564, 11.9160], [19.4107, 11.7180, 11.9697], [18.7235, 12.8969, 11.2793], [17.9248, 13.5366, 11.9374], [19.0418, 13.1746, 10.1750], [18.6343, 11.1408, 12.4452], [19.9772, 12.1654, 12.7978], [19.9593, 11.1624, 11.2970], [11.7069, 12.4301, 15.9254], [10.6657, 12.8864, 14.9883], [9.9325, 12.0295, 14.4840], [10.5168, 14.0713, 14.7539], [12.7097, 12.5758, 15.5054], [11.6554, 11.3534, 16.1411], [11.6268, 12.9976, 16.7667], [8.9641, 13.8609, 12.0041], [10.4548, 13.8663, 11.7566], [11.0044, 14.9448, 11.7796], [10.9953, 12.7802, 11.6384], [8.9026, 13.7062, 13.0773], [8.5431, 12.9447, 11.5630], [8.6170, 14.8525, 11.6593], [14.9411, 8.9349, 15.2454], [14.5296, 10.3073, 15.1300], [14.2373, 10.9234, 16.1579], [14.5678, 10.7552, 13.9691], [15.0582, 8.5302, 14.2496], [14.1796, 8.4295, 15.7995], [15.8933, 8.7895, 15.7101], [16.1504, 11.9843, 7.0941], [16.4402, 11.2231, 8.3180], [16.3960, 11.7371, 9.4293], [16.6167, 10.0402, 8.1283], [16.6231, 12.9138, 7.2871], [15.0661, 12.0642, 7.0193], [16.5842, 11.4958, 6.1844], [13.7556, 17.8457, 15.9008], [13.7530, 16.4937, 16.4307], [14.3878, 15.6489, 15.8503], [13.1996, 16.3907, 17.5299], [14.5910, 18.4173, 16.3947], [12.7596, 18.3426, 16.0518], [13.9284, 17.7463, 14.8021], [14.1651, 13.3124, 11.4916], [13.5925, 12.3444, 10.5407], [13.4589, 11.2057, 10.7999], [13.2603, 12.8438, 9.4950], [13.6256, 13.1161, 12.4235], [13.9160, 14.2869, 11.0874], [15.2094, 13.1264, 11.5124]],
  "mulliken_charge": [-0.7239, 0.7426, -0.4747, -0.3725, 0.2545, 0.3563, 0.1652, -0.6987, 1.0470, -0.5626, -0.5408, 0.0422, 0.3319, 0.3592, -0.5231, 1.0820, -0.5727, -0.5939, 0.2396, 0.3611, -0.0013, -0.2276, 1.1164, -0.6354, -0.6007, 0.0243, 0.0925, 0.4157, -0.5014, 0.9275, -0.5278, -0.5683, 0.1104, 0.2062, 0.3541, -0.4188, 1.0131, -0.6066, -0.5324, 0.3350, -0.0004, 0.1209, -0.2420, 0.9352, -0.5013, -0.5555, 0.3425, 0.3851, -0.3098, -0.6557, 0.8877, -0.5630, -0.5670, 0.1300, 0.2678, 0.3446, -0.7550, 1.0138, -0.5112, -0.5844, 0.1321, 0.2725, 0.4072, -0.8597, 0.6709, -0.5534, -0.2347, 0.2808, 0.2567, 0.3281, -0.9680, 0.6992, -0.6313, 0.1791, 0.1863, 0.3707, 0.3532, -0.7102, 0.7599, -0.2853, -0.4992, 0.1966, 0.2433, 0.2839, -0.6009, 0.8847, -0.4489, -0.5272, 0.2729, 0.3012, 0.1331, -0.7270, 0.9573, -0.3752, -0.5111, 0.1485, 0.2599, 0.2781]
}